Record 1
This record from OMol25 describes a structure of composition C32H42CdN10OS3. The level of theory is the ωB97M-V functional and the def2-TZVPD basis.

Structure (XYZ):
```
89
Properties=species:S:1:pos:R:3:forces:R:3:mulliken_charge:R:1
Cd 0.5632 -0.2476 0.7711 0.02 0.01 -0.03 3.838
C 0.5768 -0.3201 4.5222 0.03 -0.07 0.00 0.221
C 1.7247 -0.6268 3.7920 -0.02 0.16 -0.03 -1.630
C 1.3533 -1.4301 2.6898 0.15 -0.31 0.29 -0.392
C -0.0718 -1.6506 2.7938 0.05 -0.12 0.17 0.199
C -0.5268 -0.9528 3.9153 0.02 0.11 -0.04 -2.316
H 0.5431 0.2771 5.4255 -0.01 0.03 -0.02 0.651
H 2.7323 -0.3105 4.0277 0.01 0.00 -0.01 0.464
H 2.0280 -2.0863 2.1527 -0.05 0.08 -0.08 0.779
H -0.6177 -2.4127 2.2573 -0.03 0.08 -0.08 0.647
H -1.5488 -0.9163 4.2681 -0.01 -0.03 -0.02 0.404
C 2.8416 1.9468 1.5009 -0.11 0.04 0.06 -1.047
N 2.1192 2.2744 2.7010 0.12 0.13 0.00 0.306
C 2.7725 3.0062 3.7599 -0.01 -0.05 0.01 -0.770
C 1.6241 3.2976 4.7139 0.00 -0.01 -0.03 -0.681
N 0.4357 3.0776 3.8996 -0.07 0.05 -0.10 0.150
C -0.8164 3.1185 4.6322 0.01 -0.15 -0.07 -1.148
C 0.7548 2.2941 2.7962 -0.03 -0.04 0.09 -0.560
N 0.0235 1.6881 1.9227 -0.13 0.06 -0.01 0.190
C -1.4354 1.7283 1.8754 0.14 0.04 -0.37 -1.177
C -1.9102 2.4394 0.6065 0.00 -0.06 0.15 -1.095
N -1.7602 1.5954 -0.5636 0.09 0.11 -0.27 0.244
C -2.2033 2.0180 -1.6902 0.00 -0.05 0.20 -0.025
N -2.8641 3.2293 -1.9858 -0.07 -0.11 0.09 0.046
C -2.3344 4.4926 -1.4895 -0.03 -0.01 0.01 -1.167
C -3.2351 3.2445 -3.3996 0.00 0.03 -0.01 -0.730
C -3.0705 1.7961 -3.8350 0.01 -0.01 0.08 -0.675
N -2.1398 1.2929 -2.8566 0.10 0.30 -0.06 0.434
C -1.6857 -0.0621 -2.9525 0.06 -0.17 0.11 -0.720
H 3.8706 2.2812 1.6267 0.02 -0.02 0.00 0.470
H 2.4079 2.4342 0.6276 0.01 -0.03 0.03 0.329
H 2.8623 0.8665 1.3238 0.06 0.00 0.02 0.117
H 3.2375 3.9242 3.3820 -0.03 0.01 -0.03 0.463
H 3.5471 2.3978 4.2319 0.04 0.04 0.01 0.410
H 1.6377 4.3227 5.0858 0.02 -0.01 0.04 0.455
H 1.6374 2.6156 5.5711 -0.03 -0.03 -0.02 0.293
H -0.6418 3.7031 5.5349 0.00 -0.02 0.00 0.431
H -1.1609 2.1247 4.9297 -0.01 -0.02 -0.04 0.320
H -1.5955 3.6269 4.0695 -0.04 0.00 -0.02 0.402
H -1.8991 2.1981 2.7300 -0.03 0.11 0.21 0.513
H -1.7983 0.6970 1.8521 -0.08 0.02 0.09 -0.234
H -1.3147 3.3540 0.5289 -0.06 0.04 0.05 0.358
H -2.9632 2.7263 0.7411 0.01 0.03 0.00 0.559
H -2.6772 4.7113 -0.4816 0.02 0.01 0.01 0.329
H -2.6963 5.2886 -2.1389 -0.02 -0.01 0.00 0.462
H -1.2396 4.5133 -1.5056 0.01 0.00 -0.01 0.334
H -2.5708 3.9016 -3.9724 0.05 -0.01 0.03 0.405
H -4.2588 3.6003 -3.5190 0.02 0.04 -0.06 0.315
H -2.6599 1.6971 -4.8412 -0.05 0.02 -0.03 0.372
H -4.0262 1.2554 -3.7986 0.02 -0.04 0.01 0.315
H -1.1929 -0.2022 -3.9164 0.03 -0.04 0.00 0.303
H -2.5113 -0.7733 -2.8755 -0.08 -0.15 0.07 0.318
H -0.9724 -0.2636 -2.1598 0.06 -0.10 0.07 -0.160
N 3.8954 0.4610 -3.1338 0.02 -0.06 0.07 -0.414
C 2.8595 0.8551 -3.9047 0.08 -0.11 0.11 0.623
N 3.0470 0.9087 -5.2376 -0.01 0.00 0.02 -0.429
N 1.7043 1.2411 -3.4329 -0.28 0.12 -0.38 -0.632
C 1.4912 1.1805 -2.1448 0.04 0.05 0.24 0.254
N 1.2628 1.1769 -1.0092 0.21 -0.18 -0.28 -0.609
H 4.6632 -0.0465 -3.5363 0.00 -0.01 -0.01 0.247
H 3.6917 0.2691 -2.1648 0.01 -0.05 0.00 0.170
H 3.8516 0.4955 -5.6699 0.00 0.01 -0.01 0.198
H 2.2397 1.1075 -5.8011 0.00 -0.01 -0.01 0.232
O 0.7496 -1.7923 -0.7458 -0.66 0.09 -0.22 -1.420
C 0.0551 -2.9860 -0.8459 0.28 -0.17 0.10 2.749
C 0.4109 -3.6273 -2.2012 0.25 0.26 0.18 -0.704
C 0.1428 -4.8436 -2.7529 -0.01 -0.01 0.00 -0.782
C 0.7962 -5.0445 -4.0026 -0.09 -0.06 0.06 -0.817
C 1.5587 -3.9799 -4.3636 0.08 0.14 0.06 -0.644
S 1.4940 -2.7305 -3.1854 -0.01 0.05 -0.17 -0.062
C 0.5763 -3.9607 0.2231 -0.15 -0.12 -0.03 0.104
C 1.8868 -4.1448 0.5417 0.03 -0.02 0.02 -0.703
C 2.0878 -5.1535 1.5225 0.03 0.03 -0.02 -0.725
C 0.9213 -5.7247 1.9259 -0.10 0.01 -0.02 -0.485
S -0.4246 -5.0359 1.1196 0.09 -0.01 -0.05 -0.036
C -1.4737 -2.8604 -0.7196 -0.03 0.05 -0.13 -0.061
C -2.1935 -1.9560 0.0005 0.05 0.03 -0.01 0.645
C -3.5976 -2.1705 -0.0348 0.00 0.08 0.02 -0.960
C -3.9366 -3.2429 -0.7954 0.07 -0.05 -0.06 -0.719
S -2.5526 -3.9784 -1.4810 -0.07 0.08 0.03 -0.111
H -0.4873 -5.5845 -2.2826 0.06 -0.04 0.03 0.595
H 0.7046 -5.9492 -4.5876 0.00 0.02 -0.01 0.411
H 2.1659 -3.8749 -5.2496 -0.03 0.01 0.01 0.446
H 2.6780 -3.5690 0.0815 -0.02 0.01 -0.01 0.560
H 3.0572 -5.4314 1.9119 -0.02 -0.01 0.01 0.386
H 0.7725 -6.5026 2.6571 0.02 0.02 0.02 0.466
H -1.7645 -1.1256 0.5386 0.00 -0.03 0.01 -0.975
H -4.3091 -1.5453 0.4857 -0.01 0.00 -0.02 0.427
H -4.9188 -3.6365 -1.0026 0.00 0.01 0.01 0.454
```
Positions in Å, forces in eV/Å.

- HOMO-LUMO gap: 6.72 eV



Record 2
This record from OMol25 describes a cluster of 5 separate species, C30H25N5O10 in total. The level of theory is the ωB97M-V functional and the def2-TZVPD basis.

Structure (XYZ):
```
70
Properties=species:S:1:pos:R:3:forces:R:3:mulliken_charge:R:1
O 9.0073 29.0718 11.3368 -0.13 -0.16 -0.05 -0.607
N 8.5138 28.1683 11.9851 0.46 0.17 0.39 1.010
O 8.9668 27.0429 12.0635 -0.15 0.12 -0.12 -0.603
C 7.3124 28.4799 12.7813 -0.10 -0.52 0.01 -0.035
C 6.7920 29.7508 12.7385 -0.11 0.79 -0.09 -0.401
C 5.6261 30.0324 13.4319 -0.33 -0.38 0.33 -0.433
C 4.9848 29.0180 14.1359 -0.28 -0.20 -0.82 -0.500
C 5.4805 27.7207 14.0894 0.33 0.26 1.03 0.004
C 6.7020 27.4592 13.4945 -0.25 -0.12 -0.32 -0.500
H 7.2768 30.5330 12.1720 0.10 -0.15 -0.08 0.452
H 5.1596 31.0073 13.4049 0.26 0.13 -0.06 0.373
H 4.0178 29.1963 14.5903 0.12 0.11 0.17 0.380
H 4.9823 26.9406 14.6510 -0.02 -0.10 -0.22 0.304
H 7.1247 26.4674 13.5415 0.09 0.02 -0.18 0.540
O 2.8772 16.7115 12.8789 0.05 -0.04 0.01 -0.610
N 3.3936 17.7527 13.2285 -0.01 0.20 -0.29 1.033
O 3.9157 18.5570 12.4779 -0.10 -0.15 0.08 -0.602
C 3.3738 18.0807 14.6577 -0.05 -0.11 0.43 -0.080
C 3.8174 19.3171 15.0697 0.17 0.44 -0.03 -0.412
C 3.7928 19.6348 16.4214 0.14 -0.09 0.04 0.046
C 3.3637 18.6969 17.3487 -0.53 -0.09 -0.18 -0.694
C 2.8917 17.4627 16.9110 0.11 -0.08 -0.07 -0.311
C 2.8955 17.1469 15.5613 -0.15 -0.11 -0.03 -0.610
H 4.1585 20.0403 14.3416 0.06 -0.05 0.03 0.580
H 4.1251 20.6139 16.7340 0.03 0.05 0.01 0.420
H 3.2879 18.9332 18.4022 0.23 0.08 -0.01 0.403
H 2.5173 16.7385 17.6228 0.01 0.02 -0.01 0.370
H 2.5052 16.2085 15.1951 0.08 -0.04 0.03 0.473
O 5.3290 22.5150 15.5388 0.11 -0.08 -0.08 -0.632
N 4.9454 23.6654 15.6258 -0.13 -0.21 -0.10 1.056
O 4.7354 24.3977 14.6827 0.08 0.12 -0.12 -0.496
C 4.6811 24.1803 16.9664 0.22 0.25 0.13 -0.111
C 3.8260 25.2545 17.1063 -0.18 0.36 0.12 0.266
C 3.5484 25.7128 18.3838 0.14 -0.36 0.02 -0.933
C 4.1690 25.1223 19.4841 -0.39 0.55 -0.21 -0.443
C 5.0797 24.0940 19.3123 0.00 -0.14 0.02 -0.567
C 5.3407 23.6061 18.0363 0.00 0.03 0.21 -0.337
H 3.4039 25.7566 16.2477 -0.07 -0.26 -0.11 0.422
H 2.8314 26.5099 18.5211 0.09 0.10 0.02 0.399
H 3.9300 25.5319 20.4572 0.18 -0.28 0.14 0.445
H 5.5662 23.6682 20.1799 0.08 -0.01 -0.07 0.452
H 6.0726 22.8318 17.8545 -0.12 -0.10 0.06 0.503
O 4.2967 22.9983 24.4824 0.06 0.01 -0.06 -0.590
N 3.6073 23.8045 23.8956 -0.03 -0.15 -0.05 0.987
O 3.9702 24.4671 22.9437 0.12 0.07 -0.13 -0.604
C 2.2295 23.9965 24.3664 -0.05 0.18 0.14 0.242
C 1.7386 23.1448 25.3344 -0.20 -0.23 0.12 -0.394
C 0.4491 23.3336 25.8181 0.51 0.38 0.26 -0.404
C -0.2849 24.4335 25.3890 0.11 -0.44 -0.10 -0.493
C 0.2360 25.2652 24.4077 -0.42 0.26 -0.22 -0.342
C 1.4926 25.0570 23.8664 -0.11 -0.33 0.07 -0.354
H 2.3494 22.3385 25.7126 0.07 0.03 -0.08 0.429
H 0.1153 22.6780 26.6109 -0.28 0.01 -0.12 0.359
H -1.2753 24.6226 25.7792 0.00 0.00 0.05 0.373
H -0.3908 26.0706 24.0424 0.18 0.05 -0.01 0.355
H 1.8867 25.6534 23.0599 0.04 0.15 0.08 0.430
O 2.9285 23.8539 10.8069 0.14 0.00 -0.04 -0.607
N 2.8780 24.5047 11.8287 0.09 0.09 -0.02 1.019
O 3.2525 25.6542 11.9525 -0.01 0.03 -0.06 -0.594
C 2.2925 23.8567 13.0049 -0.20 -0.29 -0.28 0.288
C 2.3206 22.4827 13.1000 -0.12 -0.45 0.17 -0.609
C 1.6817 21.8939 14.1814 -0.07 0.01 0.11 -0.396
C 1.0564 22.6717 15.1481 -0.15 0.03 -0.03 -0.764
C 1.0728 24.0564 15.0408 -0.29 -0.06 -0.22 -0.422
C 1.6534 24.6434 13.9310 0.46 0.57 0.43 -0.322
H 2.8023 21.8516 12.3676 0.06 0.21 -0.17 0.544
H 1.6520 20.8159 14.2594 0.03 0.00 0.01 0.596
H 0.5002 22.1995 15.9491 0.19 -0.01 0.07 0.420
H 0.5772 24.6853 15.7681 -0.01 -0.08 0.08 0.435
H 1.7042 25.7178 13.8116 -0.15 -0.02 -0.02 0.402
```
Positions in Å, forces in eV/Å.

- HOMO-LUMO gap: 8.95 eV



Record 3
This record from OMol25 describes a cluster of 2 separate species, C4H14N3 in total. The level of theory is the ωB97M-V functional and the def2-TZVPD basis.

Structure (XYZ):
```
21
Properties=species:S:1:pos:R:3:forces:R:3:mulliken_charge:R:1
C -0.6508 1.1780 3.4227 0.86 0.39 -1.96 -0.839
C 0.3680 1.6104 2.2823 0.29 -1.67 1.22 -0.828
H -0.1377 1.1281 4.3911 -0.23 -0.32 -0.36 0.280
H -1.4338 1.9325 3.4827 -0.15 -0.21 0.10 0.238
H -1.0388 0.2291 3.0545 -0.42 -0.06 0.77 0.289
H 0.7934 0.8113 1.6475 -0.53 -0.21 0.59 0.074
H 0.0617 2.3196 1.5762 -0.98 1.25 -0.70 0.336
H 1.2052 1.9905 2.8008 1.18 0.82 0.33 0.367
C 0.0577 -2.5932 -0.9602 -0.06 0.66 3.29 -1.191
C 0.0734 -0.1425 -1.3141 -1.69 0.23 -1.48 -0.328
N -0.5133 -1.2690 -0.8760 -1.16 -0.13 1.02 -0.007
N 1.3704 0.0215 -1.8034 -3.89 2.06 2.48 -0.335
N -0.7429 0.9879 -1.3367 -0.64 -2.10 0.41 -0.423
H -1.5430 -1.2838 -0.4608 2.35 0.73 -0.57 0.422
H 1.8674 -0.7148 -2.1268 2.02 -2.04 -0.99 0.245
H 1.6583 0.9650 -1.6323 1.35 0.24 -0.16 0.282
H -1.6872 0.9625 -0.8593 1.85 0.34 -0.49 0.281
H -0.2452 1.7858 -1.6152 -0.14 1.57 -0.05 0.134
H 1.1146 -2.5717 -1.1220 0.55 0.05 -0.51 0.275
H -0.4969 -3.0422 -1.7407 -0.25 -1.61 -0.61 0.396
H -0.0070 -3.0109 0.1326 -0.32 0.02 -2.34 0.332
```
Positions in Å, forces in eV/Å.

- HOMO-LUMO gap (spin up / spin down): 4.33 / 10.04 eV
- Multiplicity: 2



Record 4
This record from OMol25 describes a structure of composition C6H16O2. The level of theory is the ωB97M-V functional and the def2-TZVPD basis.

Structure (XYZ):
```
24
Properties=species:S:1:pos:R:3:forces:R:3:mulliken_charge:R:1
C -0.9659 -0.3078 2.3404 -0.17 -0.34 -0.51 -1.069
C -1.3840 0.7951 1.3728 -0.73 0.29 -1.57 -0.395
C -0.2096 1.6771 0.8146 -0.89 -0.53 -0.99 -1.023
C 0.5938 0.8880 -0.1736 1.66 1.80 -3.66 -0.115
C 0.3526 0.8202 -1.6476 1.10 3.42 3.60 0.483
C 1.3053 0.0848 -2.4881 1.66 -1.71 -0.62 -1.169
H -0.2091 -0.9666 1.8887 -0.20 0.20 0.31 0.271
H -1.8757 -0.8902 2.4848 0.15 -0.29 0.15 0.282
H -0.6524 0.0360 3.3345 0.12 0.20 -0.38 0.395
H -2.0516 1.4641 1.8887 -0.34 0.39 0.24 0.428
H -2.0132 0.3665 0.4896 1.32 0.55 1.50 0.329
H 0.3736 2.0043 1.6421 0.97 -0.29 0.73 0.378
H -0.4559 2.6469 0.3445 -0.79 -0.57 -0.05 0.355
H 1.6220 0.5781 0.0939 -1.16 -1.15 0.09 0.347
H -0.2405 1.7160 -2.0671 -0.08 -2.23 0.72 0.335
H 0.9097 -0.2446 -3.4503 -0.78 -0.39 0.35 0.383
H 1.7071 -0.8703 -1.9106 -0.46 2.12 -1.18 0.276
H 2.0800 0.7690 -2.9438 -0.25 -0.44 1.28 0.323
H -0.7646 -2.4611 -0.8907 -0.21 -3.44 -1.46 0.232
H -0.1321 -0.0397 -0.8588 -1.31 -1.53 0.03 -0.004
O -0.8456 -1.5927 -0.6515 -0.58 3.97 1.14 -0.848
H 0.2814 -1.6736 -0.1936 0.99 -0.26 -0.14 0.371
H 1.1528 -2.8136 0.5662 1.22 2.09 -1.36 0.262
O 1.4220 -1.9858 0.0150 -1.24 -1.88 1.78 -0.829
```
Positions in Å, forces in eV/Å.

- HOMO-LUMO gap: 7.53 eV



Energy above the lowest of the compared OMol25 structures with the same formula, charge and spin, record by record: 30.6, 6.5, 44.6, 119.9 kcal per mole
F_max, record by record: 0.014, 0.022, 0.098, 0.099 Eh/bohr